No. 1
Formula: C29H22AsF2N3O8S2Tc
Source: OMol25
Level of theory: ωB97M-V with the def2-TZVPD basis set

XYZ file:
```
68
Properties=species:S:1:pos:R:3
Tc -1.2428 -0.5260 0.5564
C 6.5454 0.9147 -0.9719
C 5.2390 0.7258 -0.2672
C 4.5081 -0.4434 -0.4588
C 3.3359 -0.6546 0.2406
C 2.8923 0.3148 1.1184
C 3.5676 1.5042 1.2848
C 4.7435 1.7058 0.5844
S 1.5504 -0.1058 2.1985
O 1.7991 0.4668 3.4978
O 1.3691 -1.5317 2.1319
N 0.0858 0.4886 1.6775
C -0.6878 1.4153 2.2669
C -0.3463 2.5276 3.0392
C -1.3637 3.3766 3.4149
C -2.6752 3.1188 3.0135
C -2.9386 1.9785 2.2808
N -1.9780 1.1250 1.9495
H 6.3727 1.0962 -2.0315
H 7.1550 0.0178 -0.8861
H 7.0966 1.7533 -0.5546
H 4.8739 -1.1952 -1.1444
H 2.7592 -1.5620 0.1454
H 3.1798 2.2475 1.9623
H 5.2927 2.6275 0.7073
H 0.6832 2.6743 3.3185
H -1.1485 4.2497 4.0128
H -3.4776 3.7931 3.2695
H -3.9416 1.7383 1.9543
F -1.1713 -2.8688 5.4904
C -1.5850 -2.9266 4.2157
C -1.2670 -1.9044 3.3422
C -1.6882 -1.9575 2.0141
C -2.5045 -3.0454 1.6074
C -2.8020 -4.0538 2.5240
F -3.5733 -5.1042 2.1744
C -2.3505 -4.0146 3.8278
C -2.9778 -2.9645 0.2297
C -3.6428 -3.9715 -0.4647
C -4.0145 -3.7628 -1.7809
C -3.7316 -2.5440 -2.3782
C -3.0772 -1.5812 -1.6320
N -2.6992 -1.7785 -0.3705
H -0.6477 -1.0932 3.6912
H -2.5890 -4.8082 4.5156
H -3.8423 -4.9164 0.0114
H -4.5117 -4.5471 -2.3303
H -3.9780 -2.3525 -3.4086
H -2.8358 -0.6161 -2.0609
O 1.8695 -0.8810 -2.7545
As 0.1552 -0.6128 -2.4197
O -0.6401 -1.6902 -3.3408
O -0.0375 -1.2295 -0.8197
C 0.0246 1.1428 -3.3204
C -0.0263 1.1536 -4.7032
C -0.1037 2.3753 -5.3597
C -0.1265 3.5605 -4.6420
C -0.0730 3.5381 -3.2554
C 0.0042 2.3201 -2.6136
S -0.0637 1.9655 -0.8747
O -1.3206 1.1522 -0.8945
O -0.1965 3.1473 -0.0700
O 1.1092 1.1650 -0.6147
H 2.1311 -1.7047 -2.3350
H -0.0206 0.2128 -5.2392
H -0.1396 2.3996 -6.4392
H -0.1991 4.5064 -5.1576
H -0.1057 4.4465 -2.6733
```

HOMO (spin up / spin down): -8.55 / -8.66 eV
total charge: 0
spin multiplicity: 2
<S²>: 0.76
LUMO level (spin up / spin down): -2.51 / -2.05 eV

No. 2
Formula: C5H9N2O
Source: OMol25
Level of theory: ωB97M-V with the def2-TZVPD basis set

XYZ file:
```
17
Properties=species:S:1:pos:R:3
C -0.3107 -2.0959 -0.3721
C -0.6494 -0.7683 -0.1077
N -1.8432 -0.3717 0.1527
C -1.7853 0.9627 0.2575
N -0.6327 1.5513 0.0482
C 0.3946 0.5214 -0.2688
C 1.4194 0.4290 0.8473
O 0.9196 0.6517 -1.5014
H -0.3391 -2.6079 0.5066
H 0.6603 -2.1198 -0.8307
H -1.1462 -2.4554 -0.9521
H -2.8069 1.4679 0.4904
H -0.3756 2.4915 0.1230
H 2.1528 1.1168 0.5563
H 1.8079 -0.5314 0.7918
H 0.8595 0.6384 1.6901
H 1.6750 1.1198 -1.4313
```

HOMO: -15.39 eV
total charge: +1
LUMO level: -5.36 eV
SMILES: CC1=NC=[NH+][C@]1(C)O

No. 3
Formula: C5H14
Source: OMol25
Level of theory: ωB97M-V with the def2-TZVPD basis set

XYZ file:
```
19
Properties=species:S:1:pos:R:3
C 0.0585 0.6386 -1.7431
C -1.4239 0.2115 -1.8704
C -2.3761 0.7385 -0.8128
H 0.4809 1.4607 -2.3520
H 0.2852 0.8858 -0.7021
H 0.7995 -0.0925 -2.0733
H -1.2788 -0.8675 -1.7450
H -1.7572 0.4326 -2.8831
H -1.8324 1.0522 0.0957
H -3.0176 -0.0543 -0.4447
H -2.7811 1.6930 -1.1299
C 2.3601 -0.6987 2.0476
C 0.8499 -0.8083 1.8692
H 2.8464 -1.5794 2.4661
H 2.8513 -0.5554 1.0789
H 2.5784 0.1864 2.6478
H 0.3717 0.0935 1.5091
H 0.2891 -1.0330 2.7916
H 0.6961 -1.7038 1.2502
```

HOMO: -11.14 eV
total charge: 0
LUMO level: 1.12 eV
SMILES: CCC.CC

E list, top to bottom, in Eh: -5197.14714, -380.36667, -198.86325
Largest force on an atom list, top to bottom, in eV/A: 2.86, 4.90, 1.87